No. 1
Computed, not measured: a cluster of 10 separate species, C40H59Cl4F3O15 in total in a non-equilibrium geometry, with the ωB97M-V functional and the def2-TZVPD basis.

Cartesian coordinates (Å):
C 0.47 0.12 -0.96
Cl 0.67 -1.45 -0.26
Cl -0.38 0.12 -2.42
H 0.00 0.78 -0.23
H 1.49 0.49 -1.12
C 4.36 3.47 -1.77
Cl 2.71 2.82 -2.00
Cl 4.15 5.16 -1.27
H 4.66 2.99 -0.84
H 5.01 3.23 -2.61
C -3.31 3.43 4.52
C -2.43 2.84 3.43
O -1.72 3.97 2.86
C -1.11 3.77 1.75
O -0.94 2.68 1.16
O -0.71 5.03 1.34
C 0.24 5.09 0.26
H -2.87 4.03 5.32
H -3.84 2.62 5.01
H -4.12 3.96 4.03
H -3.06 2.31 2.72
H -1.74 2.05 3.75
H 0.27 6.15 0.02
H -0.14 4.59 -0.63
H 1.20 4.64 0.49
C -3.59 6.31 -2.92
C -2.87 5.46 -1.91
O -1.65 5.11 -2.50
C -1.47 3.98 -3.20
O -2.36 3.17 -3.50
O -0.16 3.98 -3.72
C 0.32 3.08 -4.73
H -4.64 6.58 -2.75
H -3.62 5.83 -3.90
H -3.06 7.26 -3.01
H -3.38 4.55 -1.58
H -2.74 5.97 -0.96
H 1.39 3.30 -4.80
H -0.08 3.24 -5.73
H 0.12 2.06 -4.41
C -3.98 -3.63 -0.05
C -3.38 -2.90 1.19
O -2.75 -1.65 0.90
C -3.48 -0.68 0.31
O -4.70 -0.67 0.14
O -2.58 0.27 0.01
C -3.00 1.35 -0.92
H -4.41 -4.57 0.28
H -3.16 -3.89 -0.72
H -4.70 -3.03 -0.60
H -2.66 -3.54 1.71
H -4.11 -2.73 1.98
H -3.97 1.74 -0.61
H -3.02 1.03 -1.96
H -2.30 2.18 -0.84
C 3.56 -1.59 -4.74
C 3.57 -0.76 -3.45
O 4.82 -1.01 -2.86
C 5.03 -0.60 -1.62
O 4.33 0.20 -1.00
O 6.20 -1.12 -1.24
C 6.67 -0.92 0.10
H 3.60 -2.66 -4.57
H 4.50 -1.43 -5.26
H 2.77 -1.44 -5.48
H 2.75 -1.04 -2.79
H 3.48 0.31 -3.66
H 6.49 -1.73 0.81
H 6.23 -0.07 0.63
H 7.75 -0.91 0.05
C 3.07 -3.90 3.05
C 2.48 -3.25 4.29
O 1.56 -2.15 3.97
C 0.84 -1.46 4.89
O 0.93 -1.70 6.10
O -0.03 -0.56 4.24
C -0.14 -0.46 2.88
H 2.43 -4.66 2.59
H 3.89 -4.56 3.34
H 3.44 -3.24 2.26
H 3.32 -2.83 4.85
H 2.00 -4.07 4.81
H 0.77 -0.13 2.38
H -0.86 0.33 2.68
H -0.33 -1.43 2.42
F -5.20 1.25 -5.95
C -4.91 0.18 -5.18
C -3.67 0.16 -4.45
C -3.29 -1.07 -3.83
C -4.10 -2.25 -4.06
C -5.29 -2.19 -4.82
C -5.68 -0.97 -5.38
H -3.04 1.03 -4.50
H -2.41 -1.08 -3.21
H -3.82 -3.16 -3.54
H -5.88 -3.08 -4.98
H -6.56 -1.02 -6.01
F 1.95 2.85 4.67
C 2.65 1.96 4.01
C 3.44 1.06 4.70
C 3.99 -0.07 4.09
C 3.99 -0.09 2.69
C 3.33 0.87 1.96
C 2.57 1.85 2.61
H 3.51 1.15 5.78
H 4.52 -0.82 4.65
H 4.50 -0.90 2.18
H 3.28 0.81 0.89
H 1.90 2.52 2.09
F -0.44 -8.17 3.59
C -0.20 -7.17 2.72
C -0.57 -5.87 3.02
C -0.26 -4.83 2.15
C 0.27 -5.14 0.89
C 0.50 -6.49 0.59
C 0.33 -7.53 1.51
H -1.05 -5.72 3.98
H -0.41 -3.80 2.45
H 0.60 -4.28 0.32
H 0.92 -6.61 -0.40
H 0.47 -8.58 1.32

Calculated values
LUMO ... 0.271 eV
DFT total energy ... -131389.80014 eV
SMILES ... CCOC(=O)OC.CCOC(=O)OC.CCOC(=O)OC.CCOC(=O)OC.CCOC(=O)OC.Fc1ccccc1.Fc1ccccc1.Fc1ccccc1.ClCCl.ClCCl
HOMO-LUMO gap ... 9.143 eV

---

No. 2
Computed, not measured: a structure of composition C40H59FeN4OS2 in a non-equilibrium geometry, with the ωB97M-V functional and the def2-TZVPD basis.

Cartesian coordinates (Å):
Fe -0.30 -1.07 -0.07
C -1.57 -1.69 1.82
C -0.23 -2.28 1.92
C -0.16 -3.14 0.81
C -1.36 -3.04 0.11
C -2.26 -2.18 0.76
C -3.81 -2.05 0.49
C -4.29 -2.79 -0.76
C -4.27 -0.61 0.38
C -4.48 -2.77 1.75
C 0.94 -4.16 0.35
C 2.16 -3.47 -0.27
C 0.35 -5.10 -0.73
C 1.30 -5.07 1.56
C 0.68 -2.01 3.07
C 2.22 -1.95 2.94
C 0.14 -2.98 4.18
C 0.30 -0.62 3.61
H -1.94 -0.96 2.53
H -1.63 -3.58 -0.78
H -3.78 -2.45 -1.62
H -5.36 -2.76 -0.83
H -3.93 -3.80 -0.67
H -3.98 -0.12 -0.54
H -3.96 0.02 1.26
H -5.36 -0.71 0.38
H -4.12 -3.83 1.88
H -5.60 -2.78 1.69
H -4.17 -2.24 2.62
H 1.88 -3.13 -1.24
H 2.95 -4.22 -0.24
H 2.54 -2.57 0.16
H 0.01 -4.60 -1.63
H -0.55 -5.59 -0.19
H 1.06 -5.88 -0.91
H 1.83 -4.59 2.37
H 1.83 -5.95 1.25
H 0.33 -5.41 1.95
H 2.54 -2.96 2.61
H 2.66 -1.75 3.96
H 2.42 -1.17 2.24
H 0.42 -4.04 3.95
H -0.93 -2.88 4.25
H 0.63 -2.72 5.15
H 0.46 0.10 2.80
H 0.99 -0.40 4.46
H -0.67 -0.62 4.03
S 1.85 0.12 -0.15
C 1.53 1.82 -0.11
N 2.47 2.69 -0.46
C 2.11 4.14 -0.37
C 1.40 4.34 0.98
N 0.24 3.50 0.98
C -0.90 3.95 1.82
C -1.78 4.89 0.97
C -2.80 4.43 0.15
C -3.43 5.25 -0.76
C -3.16 6.58 -0.78
C -2.25 7.05 0.14
C -1.46 6.20 0.90
C 0.22 2.30 0.44
S -1.10 1.30 0.37
C 3.80 2.42 -0.93
C 4.84 2.96 0.00
C 5.81 3.86 -0.36
C 6.79 4.29 0.57
C 6.78 3.80 1.84
C 5.73 2.98 2.23
C 4.72 2.60 1.36
H 1.31 4.44 -1.11
H 3.03 4.72 -0.55
H 1.06 5.33 1.11
H 2.04 4.20 1.81
H -0.46 4.45 2.69
H -1.45 3.06 2.10
H -2.98 3.35 0.17
H -4.13 4.81 -1.53
H -3.75 7.25 -1.43
H -2.03 8.11 0.17
H -0.71 6.60 1.56
H 3.87 2.83 -1.98
H 3.92 1.32 -0.99
H 5.91 4.19 -1.35
H 7.58 4.94 0.15
H 7.57 4.06 2.51
H 5.73 2.66 3.26
H 3.98 1.89 1.61
C -1.01 -3.47 -4.48
N -0.27 -2.30 -4.09
C 1.20 -2.39 -3.99
C -0.85 -1.32 -3.30
O -0.28 -0.91 -2.25
N -2.02 -0.78 -3.70
C -2.68 0.27 -2.90
C -2.57 -0.77 -5.05
H -0.68 -4.33 -3.92
H -0.83 -3.79 -5.52
H -2.07 -3.30 -4.34
H 1.48 -2.88 -3.09
H 1.73 -1.47 -4.11
H 1.50 -3.06 -4.80
H -2.95 1.11 -3.54
H -1.92 0.65 -2.25
H -3.56 -0.14 -2.39
H -3.65 -0.86 -4.97
H -2.13 -1.53 -5.71
H -2.28 0.16 -5.46

Calculated values
LUMO (alpha / beta) ... -3.643 / -3.683 eV
Total charge ... +1
Energy above the lowest of the compared OMol25 structures with the same formula, charge and spin ... 0.00 kcal/mol
DFT total energy ... -106497.58751 eV
Spin multiplicity ... 5
HOMO-LUMO gap (alpha / beta) ... 5.741 / 6.618 eV
⟨S²⟩ ... 6.019

---

No. 3
Computed, not measured: a cluster of 9 separate species, C40H59I2N6O35S9 in total in a non-equilibrium geometry, with the ωB97M-V functional and the def2-TZVPD basis.

Cartesian coordinates (Å):
C -2.00 -2.33 3.87
C -2.82 -3.37 3.10
O -2.01 -4.55 2.88
C -1.23 -4.44 1.76
O -0.03 -4.36 1.89
C -1.89 -4.45 0.38
C -1.19 -3.52 -0.61
C -0.97 -2.09 -0.03
N -0.85 -1.10 -1.07
C -1.71 -0.27 -1.69
N -3.02 -0.18 -1.47
N -3.75 0.79 -2.23
C -3.80 1.87 -1.62
S -3.47 3.19 -0.90
C -3.81 -0.96 -0.54
C -4.24 -2.19 -1.00
C -5.04 -2.95 -0.13
C -5.30 -2.34 1.08
C -4.78 -1.11 1.46
N -4.02 -0.40 0.63
N -1.13 0.51 -2.62
C 0.16 0.13 -2.59
C 1.14 0.76 -3.55
I 2.16 2.46 -2.71
C 0.33 1.23 -4.82
C -0.25 2.65 -4.75
I 1.62 1.02 -6.55
N 0.35 -0.81 -1.67
C 1.67 -1.39 -1.39
O 2.55 -0.34 -1.08
C 3.36 -0.57 0.03
C 2.91 -0.97 1.27
C 3.82 -1.13 2.29
C 5.16 -0.88 2.13
C 5.61 -0.48 0.88
C 4.70 -0.33 -0.15
H -1.03 -2.23 3.37
H -1.82 -2.67 4.89
H -2.53 -1.37 3.85
H -3.15 -2.94 2.14
H -3.75 -3.63 3.62
H -1.82 -5.49 0.03
H -2.96 -4.26 0.52
H -1.82 -3.46 -1.51
H -0.23 -3.98 -0.87
H -0.05 -2.16 0.55
H -1.76 -1.87 0.70
H -3.97 -2.56 -1.98
H -5.43 -3.93 -0.40
H -5.93 -2.86 1.80
H -5.04 -0.71 2.44
H 1.83 -0.01 -3.91
H -0.51 0.56 -5.01
H -0.65 2.89 -3.76
H 0.48 3.39 -5.08
H -1.10 2.74 -5.44
H 1.66 -2.20 -0.66
H 2.03 -1.83 -2.33
H 1.84 -1.16 1.40
H 3.50 -1.42 3.29
H 5.87 -0.97 2.94
H 6.65 -0.24 0.66
H 5.06 0.00 -1.12
C 5.01 6.23 -1.50
C 4.03 7.37 -1.31
O 3.66 7.75 -2.64
S 3.67 6.46 -3.59
O 2.35 5.96 -3.70
O 4.48 6.74 -4.72
O 4.50 5.48 -2.61
H 6.00 6.61 -1.76
H 5.09 5.60 -0.61
H 4.46 8.21 -0.78
H 3.13 7.03 -0.79
C 6.93 4.04 -5.02
C 6.37 4.11 -6.42
O 7.41 3.57 -7.25
S 8.20 2.43 -6.43
O 7.68 1.16 -6.79
O 9.59 2.72 -6.49
O 7.65 2.80 -4.97
H 7.63 4.85 -4.83
H 6.15 4.05 -4.26
H 6.13 5.12 -6.72
H 5.49 3.48 -6.53
C -5.43 0.83 6.95
C -5.08 1.38 5.58
O -4.51 0.27 4.88
S -5.21 -1.09 5.38
O -6.23 -1.43 4.45
O -4.20 -2.00 5.76
O -5.90 -0.50 6.69
H -4.55 0.76 7.59
H -6.20 1.42 7.45
H -4.38 2.21 5.63
H -5.98 1.70 5.04
C -4.26 6.23 -2.54
C -5.23 6.63 -1.45
O -5.01 8.04 -1.28
S -4.61 8.69 -2.69
O -5.77 9.25 -3.28
O -3.41 9.43 -2.51
O -4.27 7.32 -3.46
H -3.24 6.12 -2.15
H -4.56 5.31 -3.04
H -5.05 6.10 -0.51
H -6.26 6.48 -1.76
C 4.07 -4.73 5.57
C 4.81 -5.73 4.70
O 5.78 -4.94 3.99
S 6.25 -3.73 4.92
O 7.47 -4.08 5.55
O 6.11 -2.51 4.19
O 5.08 -3.82 6.01
H 3.33 -4.18 4.99
H 3.59 -5.20 6.42
H 4.16 -6.24 4.00
H 5.35 -6.46 5.30
C -3.91 -7.73 1.12
C -4.84 -8.10 2.25
O -6.08 -7.47 1.92
S -6.26 -7.43 0.33
O -7.07 -8.52 -0.07
O -6.55 -6.10 -0.06
O -4.73 -7.77 -0.05
H -3.53 -6.71 1.24
H -3.08 -8.41 1.02
H -4.48 -7.76 3.22
H -5.01 -9.18 2.29
C -7.98 0.55 -4.12
C -7.69 1.18 -5.47
O -7.86 2.58 -5.26
S -7.43 2.95 -3.76
O -6.09 3.43 -3.78
O -8.48 3.68 -3.15
O -7.42 1.46 -3.17
H -9.06 0.49 -3.93
H -7.54 -0.43 -4.01
H -8.36 0.82 -6.24
H -6.66 1.00 -5.77
C 9.84 -1.09 4.06
C 8.90 -0.63 5.16
O 9.22 0.75 5.36
S 9.68 1.40 3.96
O 8.56 2.06 3.38
O 10.92 2.04 4.15
O 9.91 0.03 3.16
H 10.84 -1.28 4.45
H 9.48 -1.97 3.54
H 9.03 -1.19 6.08
H 7.86 -0.70 4.84

Calculated values
LUMO ... -3.248 eV
Total charge ... +1
DFT total energy ... -236742.06937 eV
HOMO-LUMO gap ... 8.102 eV

---

No. 4
Computed, not measured: a structure of composition C40H60GeHoN5OP3 in a non-equilibrium geometry, with the ωB97M-V functional and the def2-TZVPD basis.

Cartesian coordinates (Å):
Ho -1.03 0.17 2.17
C 3.20 -2.41 3.83
C 2.15 -1.27 3.65
C 0.74 -1.75 4.20
P 1.93 -0.31 2.00
C 2.52 -1.51 0.66
N 1.63 -1.37 -0.55
Ge 0.19 -0.07 -0.60
N -0.99 -1.01 -1.73
C -1.57 -2.28 -1.28
P -1.94 -2.19 0.55
C -3.89 -2.13 0.58
C -4.50 -1.00 -0.14
C -4.23 -2.05 2.10
C -1.67 -3.98 1.04
C -0.15 -4.12 1.37
C -2.23 -5.03 0.14
C -1.26 -0.56 -3.04
C -2.39 -0.75 -3.78
C -2.50 -0.34 -5.17
C -1.50 0.43 -5.69
C -0.34 0.73 -4.92
C -0.15 0.10 -3.71
N 1.10 -0.14 -3.06
C 1.68 -1.45 -3.04
C 1.85 -2.12 -4.24
C 2.31 -3.45 -4.21
C 2.67 -4.04 -3.04
C 2.49 -3.37 -1.82
C 1.96 -2.07 -1.79
C 2.00 0.99 -2.89
C 3.22 1.01 -3.53
C 4.24 1.85 -3.12
C 3.84 2.94 -2.28
C 2.54 3.04 -1.79
C 1.67 1.97 -1.94
N 0.49 1.71 -1.16
C -0.31 2.89 -0.84
P -1.37 2.75 0.82
C -0.70 4.20 1.88
C 0.49 3.76 2.68
C -0.42 5.51 1.11
C -3.00 3.59 0.34
C -3.62 2.83 -0.85
C -4.10 3.65 1.37
C 3.43 0.86 2.15
C 3.34 1.82 0.97
C 4.89 0.41 2.56
H 3.40 -2.65 4.90
H 4.19 -2.06 3.37
H 2.94 -3.41 3.33
H 2.48 -0.42 4.32
H 0.47 -2.75 3.86
H -0.02 -1.02 3.86
H 0.77 -1.84 5.28
H 2.42 -2.50 1.05
H 3.59 -1.36 0.46
H -0.77 -3.09 -1.34
H -2.36 -2.66 -1.97
H -4.22 -3.11 0.18
H -4.33 -0.03 0.35
H -5.54 -1.12 -0.35
H -4.06 -0.80 -1.15
H -3.58 -1.35 2.64
H -4.07 -3.00 2.60
H -5.23 -1.72 2.34
H -2.16 -4.00 2.00
H 0.32 -3.12 1.63
H 0.49 -4.46 0.50
H 0.03 -4.86 2.19
H -1.75 -4.88 -0.85
H -3.31 -5.16 0.04
H -1.90 -6.03 0.49
H -3.26 -1.09 -3.28
H -3.29 -0.71 -5.79
H -1.58 0.72 -6.72
H 0.40 1.35 -5.39
H 1.50 -1.71 -5.15
H 2.33 -4.02 -5.15
H 3.08 -5.09 -3.05
H 2.54 -3.88 -0.90
H 3.42 0.15 -4.19
H 5.28 1.75 -3.36
H 4.60 3.58 -1.87
H 2.25 3.72 -0.98
H -1.03 3.09 -1.63
H 0.31 3.81 -0.69
H -1.57 4.31 2.55
H 1.40 3.73 2.09
H 0.42 2.85 3.24
H 0.60 4.55 3.48
H 0.00 5.44 0.12
H 0.27 6.16 1.69
H -1.32 6.07 0.96
H -2.79 4.60 -0.07
H -3.92 1.78 -0.65
H -2.99 2.69 -1.72
H -4.47 3.42 -1.21
H -4.78 4.48 1.19
H -3.81 3.73 2.43
H -4.70 2.78 1.33
H 2.99 1.43 2.97
H 2.30 1.93 0.65
H 3.88 1.33 0.12
H 3.72 2.81 1.18
H 5.28 -0.49 1.95
H 4.98 0.20 3.61
H 5.54 1.27 2.32
O -3.34 2.13 5.48
C -2.68 1.43 4.75
N -2.10 0.64 4.02

Calculated values
LUMO (alpha / beta) ... -6.004 / -7.824 eV
Total charge ... +2
DFT total energy ... -162117.88800 eV
Spin multiplicity ... 6
HOMO-LUMO gap (alpha / beta) ... 6.492 / 4.746 eV
⟨S²⟩ ... 8.774